9
Properties=species:S:1:pos:R:3:forces:R:3:nbo_charge:R:1 method="wB97M-V/def2-TZVPD" e_homo_ha=-0.3336 total_charge=0 de_lowest_kcal_mol=66.02 total_energy_ha=-898.5072 multiplicity=1
C 1.3024 -1.3544 -0.7499 0.7 -0.5 1.1 -0.404
C 0.8961 -1.7144 0.3282 -0.6 -0.5 -1.1 0.424
C -0.6276 1.0520 -0.0705 0.9 2.1 1.2 -0.951
F 0.1468 -2.2618 1.2077 0.2 0.4 0.4 -0.258
P -1.8099 2.5932 -0.0488 0.7 -1.4 0.4 0.246
P -1.6975 1.3175 1.5045 0.5 0.1 -1.5 0.254
H 2.0700 -1.2180 -1.4655 0.0 0.4 -0.4 0.243
H -0.7607 0.2441 -0.7787 -0.4 0.1 0.2 0.225
H 0.4804 1.3417 0.0730 -1.9 -0.6 -0.3 0.221

---

9
Properties=species:S:1:pos:R:3:forces:R:3:nbo_charge:R:1 method="wB97M-V/def2-TZVPD" e_homo_ha="-0.3008 / -0.2930" total_charge=0 smiles="FC1=PCP=C1" de_lowest_kcal_mol=13.03 total_energy_ha=-898.5917 multiplicity=1
C -0.3702 0.3737 -1.7106 1.6 -0.4 4.2 -0.630
C -1.5537 0.6744 -1.0772 -1.3 -0.7 3.5 0.136
C -0.0589 -0.0520 0.9070 1.4 3.6 -1.3 -1.111
F -2.6518 1.0792 -1.7193 0.1 0.1 -0.7 -0.334
P 1.0120 -0.0430 -0.6374 -2.3 0.1 -0.4 0.632
P -1.7905 0.4100 0.7931 0.3 0.9 -3.6 0.538
H -0.1508 0.5473 -2.6848 0.2 0.4 -3.0 0.230
H -0.1494 -0.9338 1.3700 0.3 -4.0 1.6 0.261
H 0.4819 0.5547 1.6698 -0.3 -0.1 -0.4 0.277

---

10
Properties=species:S:1:pos:R:3:forces:R:3:lowdin_charge:R:1 method="wB97M-V/def2-TZVPD" e_homo_ha="-0.7633 / -0.8398" total_charge=+3 de_lowest_kcal_mol=12.85 total_energy_ha=-1106.0507 multiplicity=9
O 0.1292 0.8302 -0.8164 -0.4 -1.2 -1.8 0.160
Gd -3.1948 -2.0308 -2.3904 0.9 0.7 0.4 2.347
O -1.3729 -0.6437 -1.5409 -2.1 -1.6 -2.2 -0.073
C -0.3699 -0.5100 -0.8320 2.0 3.3 3.3 -0.521
O 0.0329 -1.2025 0.1084 -0.6 -1.3 -1.3 0.253
C 0.7104 1.2372 0.2986 -1.3 -1.8 2.0 0.067
H 1.9694 -0.3783 1.0891 -0.4 -0.5 -0.1 0.156
H 0.4311 2.2445 0.6093 0.4 0.2 -0.3 0.189
C 1.0448 0.1860 1.2350 1.1 2.1 -0.1 0.270
H 0.6198 0.2674 2.2392 0.3 0.0 0.1 0.152

---

9
Properties=species:S:1:pos:R:3:forces:R:3:nbo_charge:R:1 method="wB97M-V/def2-TZVPD" e_homo_ha="-0.0771 / -0.1009" total_charge=-1 de_lowest_kcal_mol=104.98 total_energy_ha=-419.7956 multiplicity=1
H 1.4558 1.2968 0.5075 -0.3 -3.8 0.6 0.162
O 0.5533 -1.4077 -0.9242 -2.1 -4.4 0.5 -0.922
O -2.1392 0.5125 0.0237 1.6 -0.1 -1.1 -0.620
C -0.0202 -0.6655 0.1327 1.6 -1.6 0.8 -0.191
C 1.3349 -0.0129 0.3218 0.6 4.2 3.5 -0.711
C -1.0383 0.3299 -0.4888 -3.1 0.2 2.2 0.159
H -0.4324 -1.2990 0.9414 0.0 0.4 -0.1 0.174
H 2.0930 -0.6843 0.7529 -0.3 0.7 -0.5 0.213
Hg 0.7837 0.5195 -1.6461 1.9 4.3 -5.9 0.737

---

9
Properties=species:S:1:pos:R:3:forces:R:3:nbo_charge:R:1 method="wB97M-V/def2-TZVPD" e_homo_ha="-0.0728 / -0.1643" total_charge=-1 de_lowest_kcal_mol=78.57 total_energy_ha=-419.7935 multiplicity=3
C -0.5379 -1.3295 0.1743 -0.3 0.1 -1.0 -0.640
C -1.6216 -0.5739 0.1434 0.8 0.1 -0.6 -0.080
O -1.4532 0.9099 0.2504 -0.2 0.4 0.5 -0.590
C -0.5376 1.5277 -0.3461 -0.4 -0.2 0.0 0.185
Hg 1.8154 -0.5774 0.4730 -1.0 -0.9 -0.2 0.663
H -0.7829 -2.2980 -0.2971 0.2 -0.2 0.9 0.168
H -2.6777 -0.7645 -0.0869 0.5 0.1 0.1 0.164
O 2.7814 1.2529 0.1979 0.7 0.8 0.7 -1.320
H 3.0141 1.8529 -0.5091 -0.3 -0.2 -0.5 0.449

---

9
Properties=species:S:1:pos:R:3:forces:R:3:nbo_charge:R:1 method="wB97M-V/def2-TZVPD" e_homo_ha="-0.2832 / -0.3285" total_charge=0 de_lowest_kcal_mol=60.37 total_energy_ha=-766.0520 multiplicity=3
C -1.2043 -1.9434 -1.4196 2.9 -2.2 -0.5 0.155
C 0.5038 -0.3323 0.9925 -1.3 -3.6 3.6 -0.537
C -2.0516 -0.9454 -1.4309 -2.7 1.0 1.9 -0.361
N -0.3015 -2.7110 -1.4142 -2.4 -0.2 -1.1 -0.312
I 1.5229 -1.9648 0.1901 1.3 1.3 1.5 0.285
I -3.3254 -0.8535 0.2958 0.8 0.2 -1.0 0.188
H 0.9409 0.5835 0.9689 1.3 2.6 -0.8 0.155
H 0.1699 -0.5543 2.1214 0.4 0.3 -2.8 0.190
H -2.3653 -0.4506 -2.3068 -0.2 0.6 -0.6 0.238

---

9
Properties=species:S:1:pos:R:3:forces:R:3:nbo_charge:R:1 method="wB97M-V/def2-TZVPD" e_homo_ha="-0.2884 / -0.2885" total_charge=0 de_lowest_kcal_mol=156.71 total_energy_ha=-1008.9102 multiplicity=1
C 2.5345 -0.3790 -0.3527 -0.4 -2.0 0.9 -0.474
C 4.8106 1.1704 0.6571 1.0 0.4 -0.2 -0.469
C 1.3359 -0.1128 -1.2067 0.7 -2.6 1.2 -0.774
I 2.1024 -2.2797 0.9028 0.2 0.4 -0.7 -0.059
I 5.3000 0.3262 -1.1703 -0.4 0.3 0.8 0.365
I 2.7821 1.0243 1.1924 0.5 0.5 0.2 0.735
H 1.5951 -0.7527 -2.0520 -0.4 0.7 -0.7 0.246
H 1.3509 0.9202 -1.2432 -0.5 2.1 -1.4 0.218
H 0.4385 -0.5028 -0.7585 -0.7 0.2 -0.1 0.211

---

12
Properties=species:S:1:pos:R:3:forces:R:3:nbo_charge:R:1 method="wB97M-V/def2-TZVPD" e_homo_ha=-0.2813 total_charge=0 de_lowest_kcal_mol=52.89 total_energy_ha=-1679.6882 multiplicity=1
C -2.2473 -0.1425 0.2480 0.9 0.2 0.1 -0.184
C 1.3791 0.1813 0.5570 -0.9 0.3 0.5 -0.457
C 1.9110 0.6859 -0.5446 0.0 0.1 -0.4 -0.487
O -2.2544 0.7823 -0.7587 -0.1 0.1 -0.1 -0.683
I 1.8539 0.7990 2.5014 -0.2 -0.3 -0.3 0.291
I -0.1828 -1.3154 0.4808 -0.5 0.4 0.1 0.765
I 3.4808 2.0814 -0.5017 -0.3 -0.3 -0.1 0.272
I 2.3601 -2.8537 0.7914 0.5 -0.5 0.1 -0.620
I 1.2946 0.0803 -2.4532 0.3 0.2 0.1 0.245
H -2.4219 0.3501 1.1982 0.1 0.0 0.0 0.197
H -2.9099 -0.9981 0.1014 0.1 -0.1 0.0 0.178
H -2.2633 0.3493 -1.6201 0.0 0.0 0.0 0.482

---

Copy entry 4 word for word.
9
Properties=species:S:1:pos:R:3:forces:R:3:nbo_charge:R:1 method="wB97M-V/def2-TZVPD" e_homo_ha="-0.0771 / -0.1009" total_charge=-1 de_lowest_kcal_mol=104.98 total_energy_ha=-419.7956 multiplicity=1
H 1.4558 1.2968 0.5075 -0.3 -3.8 0.6 0.162
O 0.5533 -1.4077 -0.9242 -2.1 -4.4 0.5 -0.922
O -2.1392 0.5125 0.0237 1.6 -0.1 -1.1 -0.620
C -0.0202 -0.6655 0.1327 1.6 -1.6 0.8 -0.191
C 1.3349 -0.0129 0.3218 0.6 4.2 3.5 -0.711
C -1.0383 0.3299 -0.4888 -3.1 0.2 2.2 0.159
H -0.4324 -1.2990 0.9414 0.0 0.4 -0.1 0.174
H 2.0930 -0.6843 0.7529 -0.3 0.7 -0.5 0.213
Hg 0.7837 0.5195 -1.6461 1.9 4.3 -5.9 0.737